1.
Molecular formula: C32H21Cl2MnN9O2
Method: DFT, the ωB97M-V functional and the def2-TZVPD basis

XYZ file:
```
67
Properties=species:S:1:pos:R:3:forces:R:3
Mn -0.19442 -0.00563 -0.22640 -0.219 -1.158 0.202
Cl -3.94548 -1.50644 5.20140 0.016 -0.026 0.174
C -3.46724 -1.08367 3.59409 -0.249 -0.039 -0.290
C -2.15513 -0.71150 3.36179 0.195 0.065 -0.189
C -1.72953 -0.37647 2.07620 -0.797 -0.029 -0.022
N -0.43204 -0.01712 1.70067 1.248 0.456 1.521
C 0.35978 0.57960 2.62450 -2.454 -0.731 -0.506
O -0.01774 0.96846 3.73726 0.604 0.108 0.141
C 1.79647 0.74840 2.31613 1.256 -0.127 -0.945
C 2.56902 1.36024 3.31213 -0.173 0.101 0.244
C 3.92879 1.47206 3.22542 0.183 -0.301 -0.514
C 4.57408 0.90561 2.10990 0.109 0.276 0.658
C 3.81759 0.33830 1.14162 -0.463 -0.323 -0.362
N 2.45874 0.28754 1.21322 0.472 0.631 1.385
C -2.66482 -0.44366 1.00534 0.079 0.116 0.519
C -3.99151 -0.79644 1.26181 0.162 0.034 -0.161
C -4.38806 -1.11237 2.54962 0.293 -0.002 0.237
Cl -6.03705 -1.54631 2.83504 -0.138 -0.031 -0.028
N -2.09472 -0.18929 -0.23263 -1.147 -0.219 -0.875
C -2.77178 -0.25507 -1.40362 -0.008 0.056 1.145
O -3.98541 -0.31252 -1.57865 -0.106 -0.134 -0.269
C -1.81725 -0.30156 -2.54760 0.414 0.073 -0.433
C -2.27772 -0.55762 -3.83124 -0.228 0.021 0.111
C -1.37700 -0.66568 -4.87073 0.337 0.047 0.089
C -0.02694 -0.50785 -4.57796 -0.264 -0.053 -0.195
C 0.35434 -0.26123 -3.27365 0.200 0.035 0.076
N -0.50747 -0.15365 -2.25665 -0.333 -0.215 -0.495
H -1.46241 -0.67814 4.18564 -0.031 0.030 0.032
H 2.01532 1.71926 4.16763 -0.047 -0.002 -0.049
H 4.50137 1.95776 4.00264 -0.030 0.022 0.024
H 5.65040 0.92142 2.01955 -0.010 -0.033 -0.075
H 4.22907 -0.11844 0.25503 -0.018 0.101 -0.063
H -4.69949 -0.82216 0.45072 -0.049 0.027 -0.013
H -3.34438 -0.67444 -3.96593 0.000 0.037 0.015
H -1.70249 -0.87363 -5.88103 -0.044 0.020 -0.003
H 0.72460 -0.57618 -5.35226 0.030 -0.017 0.027
H 1.39918 -0.14334 -3.02054 -0.015 0.046 0.073
N -0.29978 -4.29502 -0.29627 -0.090 -0.106 0.072
C -0.68625 -3.00952 -0.20915 0.134 0.075 -0.063
N 0.12950 -2.00647 -0.27786 0.020 -0.245 -0.017
C 1.48601 -2.24044 -0.46454 0.386 0.651 -0.022
N 2.33816 -1.26739 -0.49249 0.200 -0.472 0.384
N 1.77068 -0.01399 -0.06910 -0.133 0.114 -1.383
C 2.02976 1.06019 -0.97895 0.576 -0.300 -0.047
C 1.15417 2.14357 -0.92431 -0.155 0.258 0.154
C 1.43648 3.42621 -1.46610 -0.009 -0.170 0.073
C 0.56475 4.45367 -1.23358 -0.163 -0.090 0.037
C -0.59711 4.22678 -0.47540 0.053 0.207 -0.058
C -0.86175 2.94733 -0.05173 -0.066 -0.103 -0.015
N -0.04885 1.91395 -0.29998 0.518 1.308 -0.293
C 1.96288 -3.61139 -0.61778 -0.257 -0.203 -0.013
C 3.30573 -3.92761 -0.81091 0.055 -0.233 -0.017
C 3.70548 -5.25033 -0.86135 0.167 0.329 -0.043
C 2.77255 -6.26898 -0.70603 -0.321 -0.094 0.053
C 1.43479 -5.97473 -0.51378 0.123 -0.166 -0.059
C 1.03040 -4.64579 -0.48022 0.180 0.287 -0.064
H -0.99317 -5.01994 -0.21842 -0.040 0.009 0.026
H -1.74624 -2.82317 -0.08454 -0.019 0.089 0.029
H 3.00757 1.10655 -1.44134 0.059 0.058 0.113
H 2.35446 3.56355 -2.02290 -0.001 0.057 0.017
H 0.76955 5.44216 -1.62532 0.022 0.003 0.010
H -1.28072 5.03126 -0.24759 -0.026 -0.033 0.004
H -1.76726 2.71304 0.49674 -0.006 -0.065 -0.044
H 4.01638 -3.12023 -0.91048 0.010 0.004 -0.006
H 4.74973 -5.48628 -1.01515 -0.013 -0.035 0.014
H 3.08734 -7.30367 -0.72800 0.014 0.006 -0.016
H 0.70476 -6.76537 -0.38955 0.011 -0.004 -0.009
```
Forces are in eV/Å.

Computed properties:
**HOMO-LUMO gap (alpha / beta)**: 5.5 / 5.1 eV
**LUMO level (alpha / beta)**: -0.9 / -0.9 eV
**Molar mass**: 689.43 g mol⁻¹
**Multiplicity**: 2
**Calculated total energy**: -107395.274 eV
**Expectation value of S²**: 0.77
**HOMO energy (alpha / beta)**: -6.41 / -6.03 eV
**Relative energy (zero: lowest compared OMol25 entry of this formula, charge and spin)**: 0.0 kcal/mol

2.
Molecular formula: C4H10N2O
Method: DFT, the ωB97M-V functional and the def2-TZVPD basis

XYZ file:
```
17
Properties=species:S:1:pos:R:3:forces:R:3
C 2.22565 0.31397 -0.05349 0.142 0.026 0.124
N 1.32569 -0.08234 -1.12545 -0.126 -0.057 -0.036
C 0.16951 -0.83529 -0.74196 -0.204 -0.129 0.067
O -0.03993 -1.95147 -1.17145 0.122 0.358 0.102
N -0.65649 -0.25807 0.20345 0.026 -0.080 -0.178
C -1.78493 -1.04472 0.66839 -0.096 -0.119 0.059
C -0.84448 1.17582 0.29523 0.023 0.180 0.014
H 1.78156 0.95089 0.72868 0.071 -0.107 -0.143
H 2.61422 -0.58981 0.42868 -0.058 0.167 -0.060
H 3.07515 0.84527 -0.49077 -0.105 -0.074 0.068
H 1.12584 0.64477 -1.79913 0.020 -0.100 0.063
H -2.09338 -0.68155 1.65596 0.070 -0.047 -0.191
H -1.49037 -2.09128 0.73979 -0.041 0.132 -0.001
H -2.64389 -0.97988 -0.01653 0.154 0.019 0.096
H 0.01648 1.70419 -0.11057 -0.137 -0.038 0.057
H -1.73830 1.49474 -0.26121 0.107 -0.069 0.059
H -0.97580 1.47842 1.33937 0.033 -0.066 -0.101
```
Forces are in eV/Å.

Computed properties:
**HOMO-LUMO gap**: 10.1 eV
**LUMO level**: 0.8 eV
**Molar mass**: 102.14 g mol⁻¹
**Structure (SMILES)**: CNC(=O)N(C)C
**Calculated total energy**: -9337.657 eV
**HOMO energy**: -9.30 eV
**Relative energy (zero: lowest compared OMol25 entry of this formula, charge and spin)**: 30.7 kcal/mol

3.
Molecular formula: C17H20F3O3Os
Method: DFT, the ωB97M-V functional and the def2-TZVPD basis

XYZ file:
```
44
Properties=species:S:1:pos:R:3:forces:R:3
Os -0.40934 -1.26790 0.04261 0.507 4.541 4.674
C -2.07545 -2.24277 0.96251 -1.519 -0.495 1.138
C -1.91117 -1.28381 2.00471 -1.098 -0.270 0.795
C -2.17225 0.00222 1.48478 -0.651 0.586 0.323
H -1.66075 -1.52354 3.03795 0.100 0.120 -0.477
C -2.47350 -0.12292 0.10200 -1.403 0.181 0.413
C -2.46937 -1.51569 -0.21865 -1.927 -0.198 0.128
H -2.83607 -1.94692 -1.14403 0.129 0.047 0.156
H -1.97144 -3.32670 1.06034 -0.182 0.535 0.054
H -2.14930 0.93776 2.05075 0.196 -0.388 -0.273
H -2.75178 0.67372 -0.58182 0.134 -0.243 0.178
C 0.95954 -2.82103 -0.37586 0.720 -1.316 -0.157
C -0.22978 -2.91500 -1.16996 0.714 -1.965 -2.009
C -0.30798 -1.72404 -1.97862 0.988 -0.910 -3.135
H -0.94262 -3.72501 -1.14755 -0.012 0.051 -0.016
C 0.88727 -0.99744 -1.77553 0.955 -0.247 -2.308
C 1.61891 -1.60016 -0.73094 1.672 -0.690 -1.032
H 2.53040 -1.21640 -0.30539 0.027 -0.042 0.070
H 1.26674 -3.52486 0.38235 0.047 0.046 -0.144
H -1.08200 -1.46384 -2.68961 0.160 -0.146 -0.077
H 1.19724 -0.14449 -2.36482 -0.154 -0.083 0.310
O 0.25881 1.27232 -0.79312 0.501 0.856 1.238
C 0.18360 2.50669 -1.51129 0.174 1.048 0.205
C 0.60017 3.33050 -0.25783 0.125 -0.288 -0.342
C -1.18342 2.73130 -2.09560 -0.266 -0.043 -0.216
C 1.25199 2.60820 -2.58251 -0.028 -0.203 -0.259
C 0.85928 1.96716 0.36117 -0.488 -0.588 0.021
H -0.19846 3.89684 0.23627 0.273 -0.015 -0.235
H 1.52854 3.89349 -0.39440 -0.417 0.331 0.006
H 1.92048 1.69687 0.47677 -0.460 -0.051 0.145
H 0.26561 1.76814 1.25405 0.422 -0.296 0.037
H -1.33279 3.78515 -2.32685 0.004 0.128 -0.038
H -1.98081 2.39860 -1.42509 0.227 0.103 -0.051
H -1.24339 2.17474 -3.03560 -0.274 -0.045 0.090
H 1.35998 3.66143 -2.86351 0.083 -0.135 -0.093
H 0.92644 2.03665 -3.46184 0.346 0.063 0.086
H 2.21412 2.22046 -2.21500 -0.272 0.156 -0.141
F 2.13955 -2.46733 4.71743 0.144 1.016 -0.316
C 2.01518 -1.36165 3.93668 -0.505 -0.176 -0.665
F 1.48668 -0.35837 4.69779 0.604 -0.654 -0.224
F 3.26319 -0.97822 3.53813 -0.638 -0.205 0.608
C 1.09929 -1.63792 2.67769 -0.765 0.030 -1.310
O 0.58942 -2.75570 2.54044 0.929 0.551 1.213
O 0.95923 -0.64049 1.88100 0.878 -0.695 1.632
```
Forces are in eV/Å.

Computed properties:
**HOMO-LUMO gap (alpha / beta)**: 2.8 / 6.4 eV
**LUMO level (alpha / beta)**: 2.7 / 2.6 eV
**Molar mass**: 519.57 g mol⁻¹
**Multiplicity**: 5
**Total charge**: -1
**Calculated total energy**: -34709.475 eV
**Expectation value of S²**: 6.03
**HOMO energy (alpha / beta)**: -0.12 / -3.74 eV

molar mass of number 3 (C17H20F3O3Os)? 519.57 g mol⁻¹

Which formula does entry 2 have? C4H10N2O

Which of these has the highest calculated total energy? C4H10N2O

The highest molar mass belongs to which entry? C32H21Cl2MnN9O2